No. 1
Computed, not measured: one molecule with the formula C23H24N4O3 in a non-equilibrium geometry, with ωB97M-V/def2-TZVPD.

XYZ file:
```
54
Properties=species:S:1:pos:R:3:forces:R:3
C -0.480674 2.365993 2.982731 0.28 -0.02 -0.03
O -3.552910 -2.416846 0.329849 -0.24 0.23 0.06
C -0.981207 2.503252 1.695255 -0.07 0.09 0.23
C 2.881442 -1.775898 -3.743250 0.11 -0.08 0.03
C -2.495704 0.410127 3.333422 -0.43 -0.04 -0.94
C 0.924163 -1.063064 -0.837264 0.05 0.10 0.14
C 0.574840 -1.170482 0.601218 -0.03 -0.34 0.08
H -0.108395 -2.617896 2.049136 0.20 -0.08 -0.24
H 1.345503 -0.015087 -6.195784 -0.02 0.03 -0.08
C 0.893972 2.291365 3.171282 -0.30 -0.01 0.16
H 3.720681 -2.435732 -3.580913 0.09 -0.06 -0.03
H 3.199816 2.257666 -0.070010 0.08 -0.01 -0.02
C 2.603718 -1.252265 -4.990563 0.11 -0.08 -0.01
C -2.558100 1.751514 3.992154 -0.09 -0.28 0.06
C 0.671853 -0.033652 -4.176514 0.05 -0.07 0.08
H 0.643108 -3.342801 0.616233 -0.07 0.00 0.07
H -0.809947 -3.011146 -1.649872 0.02 -0.02 -0.02
H -0.166235 0.625017 -4.337007 -0.11 0.08 -0.03
C -2.337860 -1.343421 2.029811 -0.22 0.63 0.73
N -1.318926 -2.774683 0.369385 0.00 -0.14 -0.13
H -3.398853 0.481347 1.321265 -0.10 0.20 -0.16
O -1.263535 2.304303 4.115717 0.29 0.20 -0.04
H 1.469892 -1.010362 1.206653 0.00 0.07 0.07
N -1.744720 -1.647063 3.157229 0.13 -0.96 -0.56
C 2.178816 2.455479 -0.387511 -0.05 0.03 0.02
H -0.234777 3.431221 -1.346069 0.00 0.10 -0.10
H -3.233884 2.407764 3.429840 0.06 -0.14 0.08
H -0.949166 -4.524323 -0.716206 0.01 0.01 -0.01
N 1.998446 -1.725649 -1.373082 0.02 -0.06 0.14
C -0.135838 2.532577 0.594614 0.07 0.01 0.11
H -0.544876 1.694375 -1.314731 -0.05 0.07 -0.05
C 0.933079 -0.550237 -2.913302 0.63 -0.48 -0.06
H 2.155850 3.428186 -0.878837 0.06 0.06 -0.11
H 2.654823 -2.302839 -0.875244 -0.06 0.06 0.00
H 2.804613 2.273659 2.235393 0.11 0.00 0.00
H 1.279128 2.198330 4.174002 0.04 -0.03 0.13
C -0.021114 -2.547074 0.963085 0.30 0.34 0.36
H -1.781462 2.823694 -0.742440 -0.09 0.04 -0.03
C -2.856392 -0.025940 2.089137 0.13 0.01 0.78
C -0.712252 2.632344 -0.781872 0.02 -0.02 -0.05
C 1.519860 -0.397995 -5.201378 -0.08 0.11 -0.15
C -1.366078 -3.526173 -0.864203 -0.21 -0.15 -0.23
H 3.240066 -1.508540 -5.824281 0.05 -0.03 -0.06
C 1.245019 2.437289 0.784072 0.01 -0.02 0.02
H -2.043563 2.597652 1.531597 -0.11 0.00 -0.03
C 2.034496 -1.413744 -2.710085 -0.35 0.35 -0.46
H 1.885338 1.709196 -1.123338 0.04 -0.05 -0.14
H -2.408650 -3.611229 -1.164204 0.12 -0.04 -0.05
N 0.276069 -0.364136 -1.720909 -0.45 0.09 0.32
C 1.736881 2.334332 2.077839 -0.08 -0.01 -0.03
H -2.918450 1.657097 5.020212 -0.04 0.05 -0.18
O -1.840623 -0.573545 3.967797 -0.11 0.60 0.35
H -0.142026 -0.384089 0.836113 0.08 0.05 0.04
C -2.465256 -2.237868 0.843827 0.19 -0.39 -0.03
```
Forces are in eV/Å.

HOMO level   -0.3082 Eh
Frontier orbital gap   8.88 eV
Lowest unoccupied orbital energy   0.0182 hartree

---

No. 2
Computed, not measured: C23H24N4S3SbSe4Ti as an isolated structure in a non-equilibrium geometry, with ωB97M-V/def2-TZVPD.

XYZ file:
```
60
Properties=species:S:1:pos:R:3:forces:R:3
H -6.070056 6.273966 0.590656 -0.04 -0.05 0.00
C -5.254408 5.565987 0.508676 -0.03 0.21 0.05
S 1.618377 1.006227 -0.529564 0.48 0.68 -0.19
H 3.064385 0.574316 2.181113 -0.05 0.04 -0.03
C -0.091577 0.639970 4.770920 0.11 -0.01 0.01
Se -0.580181 -5.397732 -1.545732 0.16 0.14 0.49
C -4.473074 3.313312 0.100070 0.05 0.02 -0.04
H 0.770017 0.438306 5.400114 -0.01 0.03 0.01
H 1.716356 -1.618090 4.040547 0.04 0.10 -0.02
N 1.135524 -0.076902 2.700832 -0.48 0.22 0.20
H -4.650561 2.279712 -0.164975 -0.01 -0.03 0.10
C 4.299156 -2.030432 -0.342064 0.09 -0.03 0.01
H 3.397192 -1.635412 2.265677 0.01 -0.04 -0.04
H 3.858015 1.353747 -2.092265 0.02 0.01 0.00
C -1.132824 0.620177 2.558602 0.14 0.21 0.85
C 1.600718 -3.115247 0.035851 -0.24 0.06 0.03
H -0.112465 2.973000 2.233530 -0.14 0.00 -0.01
C -5.507983 4.224715 0.246733 0.02 -0.03 -0.07
H 6.195998 -2.154882 -1.334793 0.00 -0.01 0.03
H 2.490197 -3.152775 2.271435 0.10 -0.01 0.00
H -3.745750 7.067368 0.853969 0.02 0.00 0.04
C 1.377737 -1.488025 2.998766 0.20 -0.36 -0.10
H -1.325436 1.337393 6.383804 0.02 0.02 -0.01
H -6.530291 3.879458 0.154222 0.00 0.02 -0.09
S -1.920337 1.410697 -0.464277 -0.62 0.07 -0.49
Se -0.962557 -1.121383 -1.025484 1.14 0.83 -3.33
H -3.279279 1.774664 4.932445 -0.01 -0.05 0.02
N 0.105343 2.952494 1.235449 0.20 -0.02 -0.06
Se -2.196722 -3.332200 -4.142049 -0.11 0.47 -0.01
H 2.782187 0.487764 3.930890 -0.08 -0.02 0.02
H 0.440888 -2.032972 2.891345 -0.02 0.09 -0.09
H -3.191153 1.232462 2.529032 0.04 0.07 -0.02
S -1.201578 5.389116 0.819404 0.03 -0.35 -0.09
C 2.421376 -2.080729 2.054368 -0.19 0.22 0.18
C 5.145943 -0.341169 -1.811830 -0.05 0.09 -0.02
H 0.671927 -3.434138 0.503650 -0.04 -0.03 -0.05
C 2.975929 -0.061994 -0.760075 0.02 -0.15 0.04
C -2.368511 1.370349 4.504502 0.00 -0.04 -0.09
C -1.264231 1.139556 5.319484 0.01 0.01 0.13
C 4.000006 0.399962 -1.600389 0.04 -0.14 0.03
Ti -0.271295 0.251593 0.704542 1.48 1.42 1.20
H 4.419846 -2.992505 0.143280 -0.07 -0.01 0.00
H 5.910018 0.030671 -2.484742 0.02 -0.01 0.01
C 5.304148 -1.562120 -1.170016 0.13 -0.08 -0.01
C -2.914436 5.107344 0.582459 0.04 0.04 -0.01
H 1.416071 -2.955714 -1.021673 -0.08 -0.04 0.00
N -2.038787 2.980388 0.273578 0.36 0.41 0.05
C 2.320258 0.732110 2.962789 0.25 0.07 -0.11
C 3.127002 -1.307908 -0.135931 -0.01 0.19 -0.10
C -3.946750 6.020769 0.662786 -0.11 -0.14 0.00
C -2.308358 1.087487 3.145671 -0.11 0.04 -0.08
C -0.046436 0.412909 3.400069 -0.24 0.08 0.21
Se -1.572074 -1.755024 0.971090 -1.03 -0.99 3.00
H 1.034397 3.327422 1.091673 0.13 -0.32 -0.09
C -3.164113 3.754197 0.292824 -0.08 0.06 0.10
Sb -2.012123 -3.402187 -1.700321 -1.50 -3.43 -1.96
H 2.053544 1.787655 2.971550 -0.03 -0.02 -0.08
H 2.326702 -3.931431 0.139515 0.08 0.03 0.02
C -0.837052 3.654673 0.447476 -0.41 0.62 0.54
N 2.058322 -1.860781 0.653337 0.31 -0.16 -0.09
```
Forces are in eV/Å.

Total charge   -2
HOMO level (alpha / beta)   -0.0248 / -0.0248 Eh
Frontier orbital gap (alpha / beta)   4.38 / 4.31 eV
2S+1   2
Lowest unoccupied orbital energy (alpha / beta)   0.1362 / 0.1335 hartree

---

No. 3
Computed, not measured: C23H24N6O4PtS as an isolated structure, with ωB97M-V/def2-TZVPD.

XYZ file:
```
59
Properties=species:S:1:pos:R:3:forces:R:3
H 0.802809 0.163137 4.700561 0.01 -0.01 0.00
C -2.719234 3.228954 -0.286083 0.04 -0.01 0.02
C -3.194224 4.116208 0.665668 0.02 -0.02 -0.01
N -1.834008 -0.303500 -0.760694 -0.25 -0.18 -0.24
H -3.227339 -5.130442 0.118993 0.00 -0.01 0.00
C 4.842187 -1.895635 -5.293057 0.00 0.00 0.00
C 3.982671 -1.622790 -4.241109 -0.03 0.00 -0.01
C 1.699413 -1.613589 -3.238766 -0.09 -0.02 0.03
C 3.521972 -0.070709 4.089943 0.02 -0.04 -0.03
C 1.392265 1.081425 4.778857 -0.05 0.00 0.00
O -1.695357 1.525806 -2.387083 0.03 0.07 -0.04
C -4.259092 1.560344 0.499800 -0.10 -0.09 0.04
H 4.562191 -0.265713 4.356389 0.01 0.01 0.00
H -5.593812 4.423329 2.860310 0.02 -0.01 0.01
S -2.670477 0.828144 -1.598870 -0.10 -0.06 0.24
H 5.017355 -2.652921 -7.291040 0.00 0.00 0.00
C 2.625275 -1.899644 -4.366164 0.04 0.01 0.02
H 5.898678 -1.681746 -5.198271 0.01 0.00 0.00
C -3.250936 1.952355 -0.369557 0.05 0.06 -0.01
N -3.609243 -1.791338 -0.107440 0.01 -0.02 -0.04
H 4.060275 1.580358 2.795552 0.00 -0.01 0.03
H 4.344591 -1.194011 -3.317061 0.01 0.00 0.01
C -1.665315 -3.724692 -0.359890 0.02 0.05 0.07
H -0.855198 -4.436275 -0.458401 0.00 -0.01 -0.01
C 2.128324 -2.444956 -5.544534 0.01 -0.01 -0.01
H -2.777139 5.114619 0.724235 -0.02 0.02 0.02
C -4.207206 3.734546 1.544252 -0.01 -0.04 0.01
C -3.886491 -3.073152 0.090135 -0.01 -0.02 -0.01
O -3.822882 0.236839 -2.219048 0.08 0.01 -0.07
C 4.345310 -2.441143 -6.469110 0.02 0.00 -0.01
H 1.068934 -2.647791 -5.621329 0.00 0.00 0.01
H 0.346044 1.958249 3.075271 0.00 0.00 0.03
N 0.822428 -0.228206 0.732479 0.10 -0.07 0.00
C -4.729796 2.440918 1.453021 0.03 0.03 -0.01
H -4.672748 0.562106 0.425340 0.02 -0.01 -0.03
O 0.483552 -1.919154 -3.319449 0.06 0.02 -0.16
C 2.990116 -2.714211 -6.595568 -0.01 0.00 -0.01
N -1.369871 -2.450185 -0.558008 -0.08 -0.10 -0.03
C -2.356948 -1.526137 -0.473009 0.09 0.25 0.12
C 3.472552 0.658396 2.754548 0.03 0.01 -0.03
H 3.383819 1.675482 5.341281 0.00 0.00 -0.01
C 1.360293 1.803136 3.439359 0.01 0.03 -0.05
H -1.937637 3.521676 -0.973547 0.00 0.00 -0.02
H 1.840792 2.783114 3.515273 0.01 -0.02 0.03
H 3.029887 -1.041916 3.982089 -0.01 0.01 0.01
H -5.514242 2.129539 2.132482 -0.01 0.02 0.01
H 0.915245 1.705568 5.536469 0.00 0.01 0.00
Pt 0.162546 -1.004800 -1.253546 0.12 0.18 0.20
H 2.840568 0.204581 6.123173 -0.01 -0.01 -0.01
N 2.094474 1.035305 2.423879 -0.01 0.10 0.04
H 3.862527 0.053288 1.937856 0.01 -0.01 0.02
C -2.957502 -4.098146 -0.039544 0.01 -0.03 0.02
C 1.425074 0.349218 1.529535 -0.13 -0.02 -0.09
H -4.527219 5.584484 2.321457 0.01 -0.01 0.02
N -4.658207 4.607825 2.533798 -0.03 0.04 -0.03
H -4.908571 -3.298718 0.375439 -0.01 0.01 0.00
H 2.606480 -3.135517 -7.515481 -0.01 0.00 0.00
O 2.144722 -1.057997 -2.178287 0.03 -0.13 -0.08
C 2.827323 0.746084 5.176499 0.03 0.02 0.05
```
Forces are in eV/Å.

HOMO level (alpha / beta)   -0.2790 / -0.2938 Eh
Frontier orbital gap (alpha / beta)   8.01 / 7.83 eV
2S+1   3
Lowest unoccupied orbital energy (alpha / beta)   0.0154 / -0.0062 hartree

---

no.,calculated total energy (eV)
1,-36343.1386
2,-353746.9789
3,-55451.7377